{
  "formula": "C7H12O2",
  "method": "ωB97M-V/def2-TZVPD",
  "species": ["C", "C", "C", "C", "O", "H", "H", "H", "H", "H", "H", "H", "H", "C", "C", "C", "O", "H", "H", "H", "H"],
  "coordinates": [[1.14631, 0.64046, -0.53508], [1.09004, -1.79470, 0.99355], [1.26957, 1.80746, -1.50561], [0.43417, -0.46345, 1.11722], [0.13408, 0.21829, 2.01237], [1.71923, 0.94634, 0.34707], [1.76167, -0.15175, -0.98062], [0.55307, -2.52380, 1.59798], [1.12734, -2.09292, -0.05058], [2.11984, -1.70740, 1.34318], [0.99341, 1.54523, -2.52847], [2.27565, 2.23215, -1.52157], [0.63069, 2.62670, -1.17342], [-0.98452, 0.38848, -0.67884], [-1.72081, -0.69025, 0.11113], [-2.64991, -0.37144, 1.02331], [-1.39268, 1.56067, -0.54760], [-0.91440, -0.01457, -1.71171], [-1.64512, -1.71758, -0.23574], [-2.75888, 0.66657, 1.31491], [-3.18874, -1.10449, 1.60852]],
  "nbo_charge": [-0.50, -0.76, -0.62, 0.77, -0.48, 0.21, 0.18, 0.26, 0.25, 0.27, 0.20, 0.21, 0.24, 0.30, -0.34, -0.30, -0.65, 0.14, 0.20, 0.22, 0.20],
  "e_tot_ha": -424.1964,
  "multiplicity": 1,
  "e_above_lowest_kcal_mol": 125.2,
  "homo_ev": -8.45,
  "homo_lumo_gap_ev": 8.37
}